{
  "formula": "C2H5FN2O",
  "method": "ωB97M-V with the def2-TZVPD basis set",
  "species": ["C", "C", "N", "N", "O", "F", "H", "H", "H", "H", "H"],
  "coordinates": [[0.74, 0.01, -0.35], [-0.71, -0.02, -0.21], [1.38, -1.19, -0.32], [-1.42, 1.10, -0.36], [1.30, 1.08, -0.57], [-1.38, -1.16, -0.08], [-0.01, 0.24, 2.58], [0.93, -2.00, 0.06], [2.39, -1.16, -0.29], [-0.85, 1.94, -0.39], [-2.38, 1.16, -0.06]],
  "lowdin_charge": [-0.572, -0.354, 0.153, 0.164, 0.016, 0.080, 0.082, 0.095, 0.108, 0.112, 0.114],
  "gap_ha": [0.3818, 0.2338],
  "relative_energy_ev": 2.855,
  "e_homo_ev": [-9.94, -6.92],
  "lumo_ev": [0.444, -0.556]
}

=====

{
  "formula": "C5H12N2O",
  "method": "ωB97M-V with the def2-TZVPD basis set",
  "species": ["O", "C", "N", "C", "C", "C", "N", "C", "H", "H", "H", "H", "H", "H", "H", "H", "H", "H", "H", "H"],
  "coordinates": [[1.67, 1.27, -2.14], [0.61, 0.78, -1.81], [0.16, 0.72, -0.53], [-1.10, 0.03, -0.15], [-0.79, -0.75, 1.12], [0.43, -1.67, 1.06], [1.63, -1.24, 1.76], [-2.22, 1.04, 0.01], [-0.08, 0.28, -2.51], [0.49, 1.31, 0.22], [-1.26, -0.70, -0.93], [-1.65, -1.34, 1.46], [-0.73, -0.03, 1.95], [0.20, -2.64, 1.48], [0.69, -1.80, 0.01], [1.81, -0.24, 1.77], [1.66, -1.55, 2.72], [-2.71, 1.05, 0.98], [-1.97, 2.04, -0.33], [-3.04, 0.78, -0.68]],
  "lowdin_charge": [0.017, -0.366, 0.046, -0.378, -0.183, -0.275, -0.011, -0.048, 0.136, 0.145, 0.133, 0.116, 0.116, 0.108, 0.102, 0.054, 0.058, 0.074, 0.080, 0.076],
  "gap_ha": 0.3705,
  "smiles": "C[C@H](CCN)NC=O",
  "relative_energy_ev": 1.344,
  "e_homo_ev": -9.22,
  "lumo_ev": 0.862
}

=====

{
  "formula": "C17H60N14O18",
  "method": "ωB97M-V with the def2-TZVPD basis set",
  "species": ["C", "C", "O", "O", "H", "H", "H", "H", "H", "H", "C", "C", "O", "O", "H", "H", "H", "H", "H", "H", "C", "C", "O", "O", "H", "H", "H", "H", "H", "H", "C", "C", "O", "O", "H", "H", "H", "H", "H", "H", "C", "C", "O", "O", "H", "H", "H", "H", "H", "H", "C", "O", "N", "N", "H", "H", "H", "H", "C", "O", "N", "N", "H", "H", "H", "H", "C", "O", "N", "N", "H", "H", "H", "H", "C", "O", "N", "N", "H", "H", "H", "H", "C", "O", "N", "N", "H", "H", "H", "H", "C", "O", "N", "N", "H", "H", "H", "H", "C", "O", "N", "N", "H", "H", "H", "H", "O", "H", "H"],
  "coordinates": [[21.02, -6.51, -3.04], [21.61, -6.63, -1.61], [20.60, -6.51, -0.69], [20.69, -5.15, -3.43], [20.19, -7.16, -3.31], [21.87, -6.78, -3.68], [22.48, -5.99, -1.49], [21.84, -7.70, -1.56], [20.62, -5.59, -0.42], [19.86, -4.94, -3.00], [20.00, 1.11, -0.14], [19.16, 2.19, 0.70], [18.50, 3.17, -0.04], [19.24, 0.06, -0.75], [20.69, 0.61, 0.54], [20.44, 1.71, -0.94], [19.56, 2.59, 1.64], [18.28, 1.70, 1.10], [19.10, 3.72, -0.54], [18.69, 0.50, -1.40], [13.73, -1.87, -3.57], [13.83, -2.43, -2.14], [12.99, -3.57, -2.00], [13.79, -2.87, -4.56], [14.56, -1.18, -3.67], [12.79, -1.36, -3.79], [13.54, -1.69, -1.39], [14.88, -2.66, -1.99], [12.12, -3.24, -2.25], [14.02, -2.60, -5.46], [17.69, -4.72, -5.44], [17.78, -3.29, -5.97], [16.82, -2.51, -5.44], [16.43, -5.31, -5.91], [17.75, -4.69, -4.35], [18.47, -5.38, -5.81], [17.79, -3.13, -7.04], [18.74, -2.94, -5.61], [16.05, -2.63, -6.00], [15.99, -5.28, -5.05], [15.38, -0.32, 0.58], [16.27, -0.21, 1.81], [16.01, 0.99, 2.66], [14.13, -0.87, 0.90], [15.83, -0.88, -0.24], [15.29, 0.72, 0.25], [17.31, -0.30, 1.48], [16.20, -1.09, 2.46], [16.09, 0.71, 3.58], [13.73, -0.18, 1.43], [21.11, 0.22, -3.54], [20.42, 1.10, -3.88], [20.54, -0.95, -3.33], [22.32, 0.31, -3.14], [20.95, -1.58, -2.65], [19.55, -0.81, -3.42], [22.91, -0.43, -2.79], [22.64, 1.24, -3.31], [21.71, -3.22, -0.47], [20.91, -3.97, 0.09], [22.27, -2.22, 0.12], [22.11, -3.39, -1.69], [22.79, -1.53, -0.40], [21.89, -1.97, 1.02], [22.84, -2.98, -2.25], [21.62, -4.15, -2.15], [16.72, -7.77, -1.08], [15.84, -8.60, -1.10], [17.97, -7.99, -1.33], [16.48, -6.55, -0.61], [18.68, -7.27, -1.27], [18.12, -8.98, -1.45], [17.09, -5.76, -0.79], [15.52, -6.35, -0.36], [16.99, 1.00, -6.46], [16.13, 0.71, -7.19], [17.60, 2.13, -6.48], [17.30, 0.30, -5.40], [17.66, 2.48, -7.43], [18.22, 2.28, -5.70], [16.81, -0.58, -5.33], [17.56, 0.78, -4.54], [16.91, 1.79, -2.68], [17.13, 0.68, -2.29], [17.91, 2.52, -3.12], [15.74, 2.42, -2.76], [17.88, 3.53, -3.07], [18.81, 2.07, -3.21], [15.60, 3.32, -3.21], [14.90, 1.91, -2.53], [17.89, -3.31, -1.58], [18.18, -4.49, -1.84], [17.21, -2.53, -2.46], [18.19, -2.63, -0.48], [16.93, -2.83, -3.38], [17.07, -1.54, -2.30], [18.79, -3.14, 0.16], [18.23, -1.64, -0.30], [19.02, -2.66, 3.44], [17.79, -2.50, 3.40], [19.66, -3.66, 2.86], [19.81, -1.78, 3.83], [20.67, -3.71, 2.91], [19.13, -4.34, 2.34], [20.79, -1.97, 3.67], [19.42, -1.00, 4.35], [15.26, -5.10, -3.52], [15.81, -4.68, -2.86], [14.61, -4.44, -3.76]],
  "lowdin_charge": [-0.181, -0.256, -0.080, -0.098, 0.116, 0.118, 0.124, 0.124, 0.019, 0.033, -0.169, -0.221, -0.063, -0.114, 0.102, 0.105, 0.117, 0.094, 0.084, 0.018, -0.220, -0.222, -0.052, -0.066, 0.108, 0.124, 0.109, 0.082, 0.093, 0.101, -0.191, -0.270, -0.091, -0.079, 0.080, 0.119, 0.139, 0.120, 0.101, -0.005, -0.258, -0.200, -0.073, -0.051, 0.091, 0.118, 0.081, 0.095, 0.073, 0.094, -0.830, 0.067, 0.192, 0.200, 0.071, 0.096, 0.110, 0.133, -0.732, 0.010, 0.209, 0.194, 0.118, 0.118, 0.134, 0.064, -0.589, 0.338, 0.260, 0.332, 0.101, 0.153, 0.097, 0.160, -0.854, 0.099, 0.178, 0.183, 0.128, 0.090, 0.072, 0.050, -0.740, 0.017, 0.177, 0.213, 0.129, 0.069, 0.125, 0.119, -0.634, -0.032, 0.203, 0.220, 0.072, 0.075, 0.082, 0.076, -0.779, 0.005, 0.163, 0.181, 0.102, 0.113, 0.116, 0.141, -0.018, 0.013, 0.021],
  "gap_ha": [0.3258, 0.1122],
  "spin_multiplicity": 2,
  "charge": 1,
  "e_homo_ev": [-11.03, -11.03],
  "lumo_ev": [-2.170, -7.982]
}

=====

{
  "formula": "C5H8O",
  "method": "ωB97M-V with the def2-TZVPD basis set",
  "species": ["C", "C", "C", "C", "C", "O", "H", "H", "H", "H", "H", "H", "H", "H"],
  "coordinates": [[-1.34, 1.40, -0.79], [-0.15, 1.14, 0.08], [0.13, 0.67, 1.28], [1.08, -0.02, 0.33], [0.87, -1.55, 0.31], [-0.46, -1.91, 0.56], [-1.68, 0.47, -1.25], [-2.18, 1.78, -0.19], [-1.11, 2.14, -1.55], [0.97, 0.82, -0.81], [2.12, 0.27, 0.23], [1.13, -1.91, -0.68], [1.58, -2.03, 1.02], [-0.77, -1.32, 1.26]],
  "lowdin_charge": [-0.068, -0.260, 0.006, -0.244, -0.257, -0.072, 0.086, 0.094, 0.068, 0.221, 0.114, 0.113, 0.132, 0.067],
  "gap_ha": 0.3648,
  "relative_energy_ev": 5.809,
  "e_homo_ev": -9.21,
  "lumo_ev": 0.718
}

=====

{
  "formula": "C5H14N2O",
  "method": "ωB97M-V with the def2-TZVPD basis set",
  "species": ["C", "C", "C", "C", "C", "N", "N", "O", "H", "H", "H", "H", "H", "H", "H", "H", "H", "H", "H", "H", "H", "H"],
  "coordinates": [[-0.25, 0.41, 0.72], [0.59, -0.02, -0.37], [-1.04, -1.29, 0.97], [1.79, -0.91, -0.14], [-1.95, -1.70, -0.16], [1.27, 1.66, -0.83], [0.17, 2.49, -1.24], [0.38, 0.81, 1.88], [0.19, 1.76, 1.97], [1.71, 2.07, 0.00], [-1.10, 1.03, 0.44], [0.06, -0.19, -1.29], [-0.02, 2.31, -2.23], [0.39, 3.49, -1.18], [-0.31, -2.05, 1.26], [-1.59, -1.04, 1.87], [1.54, -1.95, -0.34], [2.59, -0.62, -0.83], [2.18, -0.83, 0.88], [-2.77, -2.34, 0.19], [-2.41, -0.83, -0.64], [-1.41, -2.25, -0.94]],
  "lowdin_charge": [-0.350, -0.244, -0.144, -0.065, -0.146, -0.101, -0.086, -0.016, 0.107, 0.060, 0.124, 0.122, 0.063, 0.065, 0.083, 0.081, 0.076, 0.077, 0.083, 0.070, 0.073, 0.067],
  "gap_ha": 0.2987,
  "relative_energy_ev": 4.844,
  "e_homo_ev": -7.25,
  "lumo_ev": 0.875
}

=====

{
  "formula": "C6H7F",
  "method": "ωB97M-V with the def2-TZVPD basis set",
  "species": ["C", "C", "C", "C", "C", "C", "F", "H", "H", "H", "H", "H", "H", "H"],
  "coordinates": [[-3.19, 1.53, -0.41], [-2.20, 0.88, -0.17], [-0.94, 0.30, -0.05], [-0.61, -1.05, -0.45], [0.21, 1.01, 0.65], [0.57, -1.77, -0.02], [-1.55, -1.74, -1.10], [-4.08, 2.07, -0.64], [1.12, 1.21, 0.11], [-0.19, 1.97, 0.98], [0.47, 0.41, 1.48], [0.45, -2.87, 0.14], [1.23, -1.43, -0.94], [1.12, -1.26, 0.83]],
  "lowdin_charge": [0.126, -0.134, -0.227, -0.314, -0.067, -0.033, 0.078, 0.030, 0.079, 0.084, 0.047, 0.104, 0.142, 0.085],
  "gap_ha": 0.3285,
  "smiles": "C#C/C(C)=C(/C)F",
  "relative_energy_ev": 2.318,
  "e_homo_ev": -8.03,
  "lumo_ev": 0.912
}